(1)
The following is a quantum chemistry calculation of 2 unconnected molecules or ions with the total composition C6H9PS at a distorted geometry, from the Open Molecules 2025 dataset.

Output
Relative energy (zero: lowest compared OMol25 entry of this formula, charge and spin), kJ/mol: 341.2
Largest force on an atom, eV/Å: 3.5
HOMO level, eV: -8.620
Orbital gap, eV: 9.23

Each atom is followed by the atoms it is bonded to, with distances in Å.
Element x y z (Å)
1 C 0.12906 2.26663 -0.39445  C2 1.320, H7 1.122, H8 1.180
2 C 0.61453 1.11217 0.02315  C1 1.320, P3 1.781, H9 1.192
3 P 1.81419 0.00340 -0.68715  C2 1.781, S4 2.151, C5 1.801
4 S 3.41532 0.16255 0.74067  P3 2.151, H10 1.408
5 C 1.18603 -1.59425 -0.14224  P3 1.801, C6 1.319, H11 1.206
6 C 0.01125 -2.18084 -0.27184  C5 1.319, H12 1.060, H13 1.146
7 H -0.54897 2.94114 0.19318  C1 1.122
8 H 0.22236 2.79539 -1.44509  C1 1.180
9 H 0.38736 0.74165 1.13318  C2 1.192
10 H 4.35889 -0.31872 -0.18755  S4 1.408
11 H 2.12678 -2.29321 0.14010  C5 1.206
12 H -0.14793 -3.21962 -0.13415  C6 1.060
13 H -0.98647 -1.61716 -0.29997  C6 1.146
14 C -3.30052 0.11994 0.88281  C15 1.219, H16 1.058
15 C -2.95328 0.50221 -0.22166  C14 1.219, H17 1.055
16 H -3.10412 -0.14643 1.88743  C14 1.058
17 H -3.22450 0.72514 -1.21640  C15 1.055

Here are the Mulliken charges for atoms 1 to 2, given in e: -0.55, -0.03

(2)
The following is a quantum chemistry calculation of 10 unconnected molecules or ions with the total composition C70H138N6O18 at a distorted geometry, from the Open Molecules 2025 dataset.

Output
Net charge: +1
Multiplicity: 2
Largest force on an atom, eV/Å: 4.2
Expectation value of S²: 0.7547
HOMO level (alpha / beta), eV: -9.567 / -9.567
Orbital gap (alpha / beta), eV: 6.95 / 3.25

Each atom is followed by the atoms it is bonded to, with distances in Å.
Element x y z (Å)
1 C 3.50520 -1.58030 4.87413  C2 1.584, H8 1.090, H9 1.090, H10 1.090
2 C 2.67405 -0.47098 5.63997  C1 1.584, C3 1.547, O7 1.436, H11 1.090
3 C 2.98518 -0.14607 7.12015  C2 1.547, O4 1.386, H12 1.090, H13 1.090
4 O 2.79951 1.22707 7.10630  C3 1.386, C5 1.381
5 C 2.74022 1.76313 5.83487  O4 1.381, O6 1.239, O7 1.332
6 O 2.73315 2.98421 5.62496  C5 1.239
7 O 2.92830 0.77176 4.96607  C2 1.436, C5 1.332
8 H 3.09055 -2.00988 3.96219  C1 1.090
9 H 3.60628 -2.40614 5.57830  C1 1.090
10 H 4.50229 -1.22465 4.61446  C1 1.090
11 H 1.60518 -0.66558 5.55200  C2 1.090
12 H 3.98966 -0.53873 7.27806  C3 1.090
13 H 2.23355 -0.72907 7.65236  C3 1.090
14 C -7.17710 0.29650 -5.99750  C15 1.553, H21 1.090, H22 1.090, H23 1.090
15 C -6.55859 -0.97237 -5.35097  C14 1.553, C16 1.511, O20 1.421, H24 1.090
16 C -5.05355 -0.85724 -5.27598  C15 1.511, O17 1.422, H25 1.090, H26 1.090
17 O -4.78870 -1.09218 -3.89898  C16 1.422, C18 1.359
18 C -5.94123 -1.01876 -3.18238  O17 1.359, O19 1.223, O20 1.326
19 O -6.05287 -0.91938 -1.96817  C18 1.223
20 O -6.97387 -1.14912 -4.00357  C15 1.421, C18 1.326
21 H -6.77065 0.45401 -6.99655  C14 1.090
22 H -7.07912 1.22459 -5.43434  C14 1.090
23 H -8.25812 0.22634 -6.11814  C14 1.090
24 H -6.81277 -1.85907 -5.93172  C15 1.090
25 H -4.67339 0.09511 -5.64560  C16 1.090
26 H -4.61427 -1.64876 -5.88312  C16 1.090
27 C 0.25822 5.70173 4.05787  C28 1.530, H34 1.090, H35 1.090, H36 1.090
28 C 0.22451 4.25140 3.57300  C27 1.530, C29 1.582, O33 1.404, H37 1.090
29 C -0.34407 3.30444 4.70545  C28 1.582, O30 1.438, H38 1.090, H39 1.090
30 O -1.64687 2.92313 4.23028  C29 1.438, C31 1.336
31 C -1.83556 3.38043 2.98904  O30 1.336, O32 1.236, O33 1.410
32 O -2.86641 3.13994 2.35066  C31 1.236
33 O -0.73421 4.14441 2.55262  C28 1.404, C31 1.410
34 H 0.93401 6.36266 3.51509  C27 1.090
35 H 0.76179 5.73299 5.02407  C27 1.090
36 H -0.69895 6.19581 4.22465  C27 1.090
37 H 1.17642 3.81005 3.27777  C28 1.090
38 H -0.22311 3.74532 5.69495  C29 1.090
39 H 0.27753 2.40908 4.69879  C29 1.090
40 C -5.74830 0.86630 1.26986  C41 1.593, H47 1.090, H48 1.090, H49 1.090
41 C -6.19699 -0.62097 1.62284  C40 1.593, C42 1.501, O46 1.402, H50 1.090
42 C -5.27293 -1.32368 2.57477  C41 1.501, O43 1.388, H51 1.090, H52 1.090
43 O -6.00686 -1.34298 3.75234  C42 1.388, C44 1.305
44 C -7.24169 -0.95517 3.58744  O43 1.305, O45 1.229, O46 1.333
45 O -8.03802 -0.82425 4.51382  C44 1.229
46 O -7.38363 -0.47064 2.35418  C41 1.402, C44 1.333
47 H -4.80813 0.80731 0.72149  C40 1.090
48 H -5.62506 1.55646 2.10448  C40 1.090
49 H -6.43170 1.34202 0.56646  C40 1.090
50 H -6.37234 -1.11488 0.66712  C41 1.090
51 H -4.40627 -0.67128 2.68141  C42 1.090
52 H -4.98413 -2.34252 2.31658  C42 1.090
53 C -1.48872 -4.41940 7.56323  C54 1.602, H64 1.090, H65 1.090, H66 1.090
54 C -0.65428 -3.75499 6.36814  C53 1.602, C55 1.567, N59 1.482, C63 1.534
55 C -1.29631 -4.19431 5.00756  C54 1.567, C56 1.487, H67 1.090, H68 1.090
56 C -2.52979 -3.43100 4.67973  C55 1.487, C57 1.511, H69 1.090, H70 1.090
57 C -2.37502 -1.93260 4.79557  C56 1.511, C58 1.507, H71 1.090, H72 1.090
58 C -1.81095 -1.41463 6.09304  C57 1.507, N59 1.478, C61 1.534, C62 1.494
59 N -0.68260 -2.27920 6.49817  C54 1.482, C58 1.478, O60 1.403
60 O -0.04352 -1.95662 7.70469  N59 1.403, H82 0.960
61 C -1.32237 0.01960 5.85630  C58 1.534, H73 1.090, H74 1.090, H75 1.090
62 C -2.91383 -1.44396 7.10090  C58 1.494, H76 1.090, H77 1.090, H78 1.090
63 C 0.74332 -4.38632 6.40276  C54 1.534, H79 1.090, H80 1.090, H81 1.090
64 H -1.14714 -4.04120 8.52676  C53 1.090
65 H -1.10779 -5.41822 7.77618  C53 1.090
66 H -2.56146 -4.33726 7.38838  C53 1.090
67 H -0.65809 -4.11580 4.12744  C55 1.090
68 H -1.75627 -5.18232 5.02774  C55 1.090
69 H -3.38730 -3.76957 5.26123  C56 1.090
70 H -2.90432 -3.70444 3.69329  C56 1.090
71 H -3.36545 -1.49115 4.68487  C57 1.090
72 H -1.72787 -1.49036 4.03812  C57 1.090
73 H -2.24029 0.50929 5.53113  C61 1.090
74 H -1.00427 0.54693 6.75565  C61 1.090
75 H -0.50779 0.04157 5.13237  C61 1.090
76 H -2.56573 -1.07167 8.06441  C62 1.090
77 H -3.73755 -0.80053 6.79173  C62 1.090
78 H -3.35557 -2.40218 7.37430  C62 1.090
79 H 0.71854 -5.33696 5.87004  C63 1.090
80 H 1.15009 -4.52990 7.40376  C63 1.090
81 H 1.45570 -3.79681 5.82562  C63 1.090
82 H -0.66394 -2.21988 8.38835  O60 0.960
83 C 2.50562 5.51932 0.70537  C84 1.555, H94 1.090, H95 1.090, H96 1.090
84 C 3.61637 4.85786 -0.15858  C83 1.555, C85 1.585, N89 1.482, C93 1.509
85 C 3.05428 4.51227 -1.59961  C84 1.585, C86 1.512, H97 1.090, H98 1.090
86 C 2.93771 5.75020 -2.45934  C85 1.512, C87 1.524, H99 1.090, H100 1.090
87 C 4.20672 6.59049 -2.53820  C86 1.524, C88 1.545, H101 1.090, H102 1.090
88 C 4.77838 7.04350 -1.17593  C87 1.545, N89 1.535, C91 1.553, C92 1.503
89 N 4.77420 5.76930 -0.31942  C84 1.482, C88 1.535, O90 1.363
90 O 5.50067 5.85107 0.83077  N89 1.363, H112 0.960
91 C 6.21548 7.54963 -1.47843  C88 1.553, H103 1.090, H104 1.090, H105 1.090
92 C 3.93358 8.14661 -0.60169  C88 1.503, H106 1.090, H107 1.090, H108 1.090
93 C 4.03685 3.51584 0.38750  C84 1.509, H109 1.090, H110 1.090, H111 1.090
94 H 1.80202 6.00833 0.03164  C83 1.090
95 H 2.93352 6.17620 1.46268  C83 1.090
96 H 1.95456 4.69508 1.15820  C83 1.090
97 H 3.71447 3.83800 -2.14515  C85 1.090
98 H 2.13464 3.95518 -1.42069  C85 1.090
99 H 2.17857 6.43747 -2.08588  C86 1.090
100 H 2.50251 5.59630 -3.44677  C86 1.090
101 H 3.91920 7.46509 -3.12173  C87 1.090
102 H 4.96489 6.03910 -3.09430  C87 1.090
103 H 6.99617 6.81692 -1.68279  C91 1.090
104 H 6.08617 8.38986 -2.16063  C91 1.090
105 H 6.45102 7.98858 -0.50892  C91 1.090
106 H 2.85788 8.08634 -0.76702  C92 1.090
107 H 4.13577 8.28446 0.46048  C92 1.090
108 H 4.15072 9.16562 -0.92196  C92 1.090
109 H 4.53107 3.73585 1.33378  C93 1.090
110 H 4.77722 3.16566 -0.33174  C93 1.090
111 H 3.24984 2.77297 0.51743  C93 1.090
112 H 6.27099 5.39556 0.48332  O90 0.960
113 C -0.19452 3.73005 -3.41451  C114 1.558, H124 1.090, H125 1.090, H126 1.090
114 C -1.72065 3.42102 -3.35906  C113 1.558, C115 1.497, N119 1.496, C123 1.597
115 C -2.08370 3.43835 -1.90645  C114 1.497, C116 1.519, H127 1.090, H128 1.090
116 C -3.58418 3.50117 -1.67759  C115 1.519, C117 1.519, H129 1.090, H130 1.090
117 C -4.23897 4.69210 -2.35675  C116 1.519, C118 1.519, H131 1.090, H132 1.090
118 C -3.90902 4.76599 -3.83742  C117 1.519, N119 1.507, C121 1.515, C122 1.543
119 N -2.42694 4.56347 -4.01697  C114 1.496, C118 1.507, O120 1.379
120 O -2.05557 4.83891 -5.31656  N119 1.379, H142 0.960
121 C -4.85325 3.96270 -4.70794  C118 1.515, H133 1.090, H134 1.090, H135 1.090
122 C -4.05735 6.26533 -4.16856  C118 1.543, H136 1.090, H137 1.090, H138 1.090
123 C -2.17502 2.06210 -4.06311  C114 1.597, H139 1.090, H140 1.090, H141 1.090
124 H 0.42782 2.95094 -2.97431  C113 1.090
125 H 0.04501 4.71580 -3.01573  C113 1.090
126 H 0.17030 3.75308 -4.44139  C113 1.090
127 H -1.59661 2.63615 -1.35210  C115 1.090
128 H -1.60311 4.32085 -1.48415  C115 1.090
129 H -3.94848 3.46682 -0.65085  C116 1.090
130 H -4.11228 2.63930 -2.08552  C116 1.090
131 H -3.91238 5.56246 -1.78760  C117 1.090
132 H -5.31569 4.68422 -2.18731  C117 1.090
133 H -4.77089 2.92583 -4.38203  C121 1.090
134 H -5.86809 4.31488 -4.52311  C121 1.090
135 H -4.66183 4.08851 -5.77359  C121 1.090
136 H -3.39721 6.86926 -3.54600  C122 1.090
137 H -3.82489 6.51225 -5.20447  C122 1.090
138 H -5.09881 6.55092 -4.02055  C122 1.090
139 H -2.45674 2.37849 -5.06742  C123 1.090
140 H -3.00717 1.63072 -3.50674  C123 1.090
141 H -1.39677 1.30251 -4.13689  C123 1.090
142 H -2.17642 3.97452 -5.71635  O120 0.960
143 C -1.11616 -8.15239 -6.46969  C144 1.561, H154 1.090, H155 1.090, H156 1.090
144 C -1.93529 -7.34202 -5.41643  C143 1.561, C145 1.556, N149 1.457, C153 1.570
145 C -2.13605 -8.30908 -4.21448  C144 1.556, C146 1.503, H157 1.090, H158 1.090
146 C -2.39981 -7.65731 -2.88628  C145 1.503, C147 1.577, H159 1.090, H160 1.090
147 C -1.43762 -6.43423 -2.62995  C146 1.577, C148 1.628, H161 1.090, H162 1.090
148 C -1.40994 -5.35322 -3.84735  C147 1.628, N149 1.497, C151 1.557, C152 1.568
149 N -1.18806 -6.13027 -5.10750  C144 1.457, C148 1.497, O150 1.376
150 O -0.98922 -5.30115 -6.18781  N149 1.376, H172 0.960
151 C -2.69793 -4.48263 -3.75746  C148 1.557, H163 1.090, H164 1.090, H165 1.090
152 C -0.22283 -4.35320 -3.62535  C148 1.568, H166 1.090, H167 1.090, H168 1.090
153 C -3.34343 -7.02116 -6.03099  C144 1.570, H169 1.090, H170 1.090, H171 1.090
154 H -0.92784 -7.55583 -7.36231  C143 1.090
155 H -1.56184 -9.11195 -6.73181  C143 1.090
156 H -0.10331 -8.37732 -6.13555  C143 1.090
157 H -2.80032 -9.13683 -4.46282  C145 1.090
158 H -1.27095 -8.95763 -4.07632  C145 1.090
159 H -2.28776 -8.42370 -2.11933  C146 1.090
160 H -3.43876 -7.33384 -2.82287  C146 1.090
161 H -0.44582 -6.81163 -2.38096  C147 1.090
162 H -1.70045 -5.93606 -1.69675  C147 1.090
163 H -2.76578 -4.12750 -2.72917  C151 1.090
164 H -2.70143 -3.61934 -4.42290  C151 1.090
165 H -3.67807 -4.95467 -3.82550  C151 1.090
166 H -0.18983 -4.02313 -2.58704  C152 1.090
167 H 0.70388 -4.87158 -3.87154  C152 1.090
168 H -0.24625 -3.38064 -4.11697  C152 1.090
169 H -3.82272 -7.99898 -5.98349  C153 1.090
170 H -3.29770 -6.84783 -7.10614  C153 1.090
171 H -3.98276 -6.26161 -5.58106  C153 1.090
172 H -0.08145 -5.52347 -6.40720  O150 0.960
173 C -2.53101 -0.67039 -0.95941  C174 1.603, H184 1.090, H185 1.090, H186 1.090
174 C -1.07739 -1.16535 -0.50081  C173 1.603, C175 1.571, N179 1.483, C183 1.590
175 C -0.18777 -0.96706 -1.78015  C174 1.571, C176 1.591, H187 1.090, H188 1.090
176 C 1.38152 -1.05216 -1.53343  C175 1.591, C177 1.554, H189 1.090, H190 1.090
177 C 1.71257 -0.07563 -0.37099  C176 1.554, C178 1.524, H191 1.090, H192 1.090
178 C 0.88118 -0.21158 0.89943  C177 1.524, N179 1.472, C181 1.523, C182 1.520
179 N -0.54449 -0.24578 0.53399  C174 1.483, C178 1.472, O180 1.349
180 O -1.28784 -0.24000 1.66005  N179 1.349, H202 0.960
181 C 1.32580 -1.46868 1.63539  C178 1.523, H193 1.090, H194 1.090, H195 1.090
182 C 1.31298 0.99494 1.71712  C178 1.520, H196 1.090, H197 1.090, H198 1.090
183 C -1.14303 -2.71283 -0.14236  C174 1.590, H199 1.090, H200 1.090, H201 1.090
184 H -3.07636 -1.36280 -1.60072  C173 1.090
185 H -2.44831 0.31843 -1.41052  C173 1.090
186 H -3.15540 -0.61121 -0.06794  C173 1.090
187 H -0.51354 -1.75258 -2.46200  C175 1.090
188 H -0.39894 -0.05094 -2.33173  C175 1.090
189 H 2.00518 -0.80766 -2.39330  C176 1.090
190 H 1.70311 -2.06802 -1.30383  C176 1.090
191 H 1.46544 0.92009 -0.73920  C177 1.090
192 H 2.76538 -0.06805 -0.08877  C177 1.090
193 H 0.62478 -1.67074 2.44522  C181 1.090
194 H 1.50947 -2.37221 1.05402  C181 1.090
195 H 2.27122 -1.21759 2.11626  C181 1.090
196 H 0.71356 1.00877 2.62739  C182 1.090
197 H 2.32693 1.07889 2.10822  C182 1.090
198 H 1.01317 1.92577 1.23568  C182 1.090
199 H -1.46504 -2.81691 0.89378  C183 1.090
200 H -0.16330 -3.16600 0.00879  C183 1.090
201 H -1.66260 -3.22977 -0.94916  C183 1.090
202 H -1.82552 0.54892 1.55951  O180 0.960
203 C 6.13492 -0.21532 1.55416  C204 1.536, H214 1.090, H215 1.090, H216 1.090
204 C 6.74087 -1.37720 0.75269  C203 1.536, C205 1.566, N209 1.518, C213 1.624
205 C 5.85291 -2.66678 0.79142  C204 1.566, C206 1.450, H217 1.090, H218 1.090
206 C 4.65860 -2.72032 -0.02871  C205 1.450, C207 1.556, H219 1.090, H220 1.090
207 C 5.14417 -2.44296 -1.48080  C206 1.556, C208 1.555, H221 1.090, H222 1.090
208 C 6.00666 -1.17084 -1.71703  C207 1.555, N209 1.461, C211 1.546, C212 1.588
209 N 6.99300 -0.91386 -0.67034  C204 1.518, C208 1.461, O210 1.424
210 O 7.93743 0.13471 -0.85836  N209 1.424, H232 0.960
211 C 6.67822 -1.36171 -3.09684  C208 1.546, H223 1.090, H224 1.090, H225 1.090
212 C 5.10010 0.12424 -1.86441  C208 1.588, H226 1.090, H227 1.090, H228 1.090
213 C 8.20609 -1.77137 1.33111  C204 1.624, H229 1.090, H230 1.090, H231 1.090
214 H 6.09134 -0.52109 2.59949  C203 1.090
215 H 5.13488 -0.06584 1.14714  C203 1.090
216 H 6.62360 0.74189 1.37236  C203 1.090
217 H 6.51509 -3.48421 0.50610  C205 1.090
218 H 5.40895 -2.97720 1.73727  C205 1.090
219 H 4.02873 -1.88181 0.26841  C206 1.090
220 H 4.09671 -3.64485 0.10400  C206 1.090
221 H 4.19579 -2.27136 -1.98994  C207 1.090
222 H 5.68589 -3.25058 -1.97313  C207 1.090
223 H 6.22312 -2.02095 -3.83602  C211 1.090
224 H 6.92837 -0.39078 -3.52442  C211 1.090
225 H 7.61904 -1.89958 -2.98002  C211 1.090
226 H 4.22072 -0.15665 -2.44397  C212 1.090
227 H 4.74146 0.37282 -0.86556  C212 1.090
228 H 5.53980 1.01931 -2.30441  C212 1.090
229 H 8.76685 -2.45799 0.69691  C213 1.090
230 H 8.10173 -2.17021 2.34014  C213 1.090
231 H 8.81776 -0.88391 1.49351  C213 1.090
232 H 8.71774 -0.27233 -0.47490  O210 0.960

Here are the Mulliken charges for atoms 1 to 2, given in e: -1.73, 1.74